Entry 1:
{
  "formula": "C6H12N",
  "method": "ωB97M-V with the def2-TZVPD basis set",
  "total_energy_ha": -290.22881,
  "max_force_ev_per_a": 4.4,
  "homo_ev": -14.41,
  "e_lumo_ev": -3.0,
  "smiles": "C=C(CC)[NH+]1CC1",
  "total_charge": 1,
  "gap_ev": 11.393,
  "species": ["C", "C", "C", "C", "C", "C", "N", "H", "H", "H", "H", "H", "H", "H", "H", "H", "H", "H", "H"],
  "xyz": [[0.3038, -1.9542, 0.4291], [-0.2378, -0.7738, 0.1158], [0.5367, 0.5304, 2.3270], [1.1622, 1.0845, 1.0475], [-0.3863, 0.7820, -1.9805], [-0.9291, -0.4552, -1.2768], [-0.1702, 0.2959, 1.0312], [0.6790, -2.2850, 1.3317], [0.1526, -2.7623, -0.3747], [0.8606, -0.4190, 2.7905], [-0.0150, 1.1941, 2.9599], [1.1526, 2.1276, 0.9437], [1.9491, 0.4867, 0.6267], [-1.0166, 1.6222, -1.7892], [-0.0521, 0.6261, -2.9571], [0.5236, 0.9706, -1.4159], [-2.0207, -0.5232, -1.2319], [-0.6716, -1.2614, -1.9438], [-0.9652, 0.8827, 0.9115]],
  "nbo_charge": [-0.36, 0.14, -0.20, -0.19, -0.60, -0.44, -0.38, 0.22, 0.25, 0.25, 0.25, 0.25, 0.26, 0.22, 0.25, 0.19, 0.24, 0.25, 0.44]
}

***

Entry 2:
{
  "formula": "C6H12N",
  "method": "ωB97M-V with the def2-TZVPD basis set",
  "total_energy_ha": -290.15288,
  "max_force_ev_per_a": 10.3,
  "homo_ev": [-9.18, -16.52],
  "e_lumo_ev": [-3.3, -6.4],
  "total_charge": 1,
  "multiplicity": 3,
  "gap_ev": [5.859, 10.173],
  "s_squared": 2.006,
  "species": ["C", "C", "C", "C", "C", "C", "N", "H", "H", "H", "H", "H", "H", "H", "H", "H", "H", "H", "H"],
  "xyz": [[0.1277, -0.9571, 0.4227], [1.1449, -0.1804, 0.0825], [0.6940, 1.2509, -0.0831], [-1.1724, -0.2193, 0.5299], [2.5667, -0.5388, -0.1265], [-2.2383, -0.7220, -0.4299], [-0.7805, 1.2092, 0.1747], [0.1696, -2.0130, 0.6069], [1.1937, 1.9052, 0.6340], [0.9036, 1.6219, -1.0881], [-1.5554, -0.2386, 1.5551], [2.8731, -0.3033, -1.1444], [2.7251, -1.5972, 0.0511], [3.2044, 0.0306, 0.5475], [-1.8695, -0.7227, -1.4534], [-3.1428, -0.1212, -0.3669], [-2.5027, -1.7438, -0.1724], [-1.0390, 1.8549, 0.9234], [-1.3021, 1.4846, -0.6632]],
  "nbo_charge": [-0.13, 0.03, -0.28, -0.10, -0.66, -0.63, -0.50, 0.23, 0.24, 0.24, 0.24, 0.24, 0.24, 0.24, 0.23, 0.23, 0.26, 0.45, 0.44]
}

***

Entry 3:
{
  "formula": "C6H12N",
  "method": "ωB97M-V with the def2-TZVPD basis set",
  "total_energy_ha": -289.73508,
  "max_force_ev_per_a": 2.5,
  "homo_ev": [-19.66, -19.44],
  "e_lumo_ev": [-10.9, -13.7],
  "total_charge": 2,
  "multiplicity": 2,
  "gap_ev": [8.808, 5.712],
  "s_squared": 0.759,
  "species": ["C", "C", "C", "C", "C", "C", "N", "H", "H", "H", "H", "H", "H", "H", "H", "H", "H", "H", "H"],
  "xyz": [[-0.0083, -1.5084, 2.0454], [0.0646, -0.1731, 1.3017], [-0.9180, -0.0470, 0.1196], [-0.0797, 0.0435, -1.0990], [0.4255, -1.0496, -1.7511], [0.2097, 2.4261, -0.9889], [0.2338, 1.3217, -1.6401], [0.0171, -1.2768, 3.1146], [-0.8487, -2.1087, 1.7425], [0.8683, -2.0967, 1.9849], [-0.3506, 0.4728, 2.1079], [1.0996, 0.1314, 1.1141], [-1.5157, -0.9183, -0.0439], [-1.5683, 0.8251, 0.0789], [0.9098, -1.0625, -2.7357], [0.5155, -2.0712, -1.3895], [0.6012, 3.3528, -1.3595], [-0.1892, 2.4287, 0.0196], [0.5335, 1.3103, -2.6214]],
  "nbo_charge": [-0.62, -0.41, -0.46, 0.34, -0.07, 0.24, -0.46, 0.28, 0.24, 0.25, 0.32, 0.25, 0.30, 0.26, 0.26, 0.28, 0.28, 0.24, 0.48]
}

***

Entry 4:
{
  "formula": "C6H12N2",
  "method": "ωB97M-V with the def2-TZVPD basis set",
  "total_energy_ha": -345.20576,
  "max_force_ev_per_a": 5.2,
  "homo_ev": -9.59,
  "e_lumo_ev": 0.8,
  "total_charge": 0,
  "gap_ev": 10.358,
  "species": ["C", "C", "C", "C", "C", "C", "N", "N", "H", "H", "H", "H", "H", "H", "H", "H", "H", "H", "H", "H"],
  "xyz": [[-1.8294, 0.0927, -0.1389], [0.2369, -1.0850, -1.7473], [1.2961, 1.2787, -0.2027], [0.2385, 0.3558, 1.8719], [-0.1102, -0.8426, -0.3085], [0.8521, 0.0029, 0.5148], [-2.9694, -0.7018, -0.4834], [-2.7754, -0.5361, 0.7155], [-1.8290, 1.1506, -0.3257], [0.3894, -0.1585, -2.2949], [1.1659, -1.6579, -1.7792], [-0.5392, -1.6660, -2.2427], [1.9957, 1.0578, -1.0053], [0.4448, 1.8077, -0.6215], [1.7924, 1.9430, 0.5030], [-0.5463, 1.0976, 1.7547], [0.9928, 0.7654, 2.5396], [-0.1973, -0.5241, 2.3405], [-0.3531, -1.7704, 0.2117], [1.7447, -0.6100, 0.6985]],
  "nbo_charge": [-0.07, -0.64, -0.61, -0.60, -0.14, -0.25, -0.08, -0.08, 0.17, 0.21, 0.21, 0.22, 0.21, 0.20, 0.21, 0.20, 0.21, 0.21, 0.20, 0.20]
}

***

Entry 5:
{
  "formula": "C6H12N2",
  "method": "ωB97M-V with the def2-TZVPD basis set",
  "total_energy_ha": -345.22884,
  "max_force_ev_per_a": 0.4,
  "homo_ev": [-6.79, -6.78],
  "e_lumo_ev": [1.0, 1.0],
  "total_charge": 0,
  "gap_ev": [7.750, 7.748],
  "species": ["C", "C", "C", "C", "N", "C", "C", "N", "H", "H", "H", "H", "H", "H", "H", "H", "H", "H", "H", "H"],
  "xyz": [[0.2595, -0.8019, -0.8938], [2.1442, -0.6358, 0.7823], [-1.7839, 0.6518, -0.4419], [-0.5726, -1.9173, -1.4695], [1.4434, 0.3912, 1.3518], [0.3615, 0.9702, 0.7714], [-0.3193, 0.2987, -0.2423], [-0.1274, 2.0794, 1.5059], [1.4971, 0.5509, 2.3531], [1.2223, -0.7035, -1.3561], [-1.0655, 2.3438, 1.2455], [0.4733, 2.8922, 1.4473], [2.6753, -0.4393, -0.1335], [2.6538, -1.2816, 1.4868], [-2.2210, 0.0817, -1.2589], [-1.8928, 1.7080, -0.7099], [-2.3956, 0.4732, 0.4499], [0.0353, -2.8167, -1.5862], [-0.9643, -1.6708, -2.4663], [-1.4234, -2.1744, -0.8355]],
  "nbo_charge": [-0.18, -0.31, -0.64, -0.66, -0.50, 0.30, -0.15, -0.84, 0.39, 0.20, 0.38, 0.38, 0.17, 0.18, 0.22, 0.21, 0.21, 0.22, 0.21, 0.21]
}

***

Entry 6:
{
  "formula": "C6H12N2",
  "method": "ωB97M-V with the def2-TZVPD basis set",
  "total_energy_ha": -345.18796,
  "max_force_ev_per_a": 3.8,
  "homo_ev": -9.17,
  "e_lumo_ev": 0.9,
  "total_charge": 0,
  "gap_ev": 10.098,
  "species": ["C", "C", "C", "N", "H", "H", "H", "H", "H", "H", "H", "C", "C", "C", "N", "H", "H", "H", "H", "H"],
  "xyz": [[2.1170, -0.9383, 2.2881], [2.3113, 0.7481, -1.0436], [2.6323, 0.1396, 0.2754], [1.7616, -0.4116, 0.9981], [3.6840, 0.2088, 0.5952], [1.8424, -1.9945, 2.3204], [1.5301, -0.4227, 3.0509], [3.1846, -0.8367, 2.5242], [2.5821, 1.8050, -1.0334], [2.9115, 0.2725, -1.8207], [1.2562, 0.6425, -1.2801], [-1.2365, -0.1552, -1.1681], [-3.7007, -0.2752, -1.2216], [-4.2012, 0.8932, -0.8760], [-0.9132, -0.4822, -0.0833], [-0.2172, -0.5047, 0.6529], [-2.7669, -0.2904, -2.0049], [-3.8849, -1.1901, -0.6775], [-4.0211, 1.7845, -1.4631], [-4.8713, 1.0074, -0.0329]],
  "nbo_charge": [-0.43, -0.67, 0.17, -0.46, 0.14, 0.21, 0.21, 0.18, 0.23, 0.23, 0.24, 0.25, -0.40, -0.42, -0.73, 0.46, 0.24, 0.19, 0.19, 0.19]
}

***

Entry 7:
{
  "formula": "C6H12N2",
  "method": "ωB97M-V with the def2-TZVPD basis set",
  "total_energy_ha": -345.27874,
  "max_force_ev_per_a": 4.0,
  "homo_ev": -8.47,
  "e_lumo_ev": 1.0,
  "smiles": "Cc1c[nH]cn1.CC",
  "total_charge": 0,
  "gap_ev": 9.441,
  "species": ["C", "C", "C", "C", "N", "N", "H", "H", "H", "H", "H", "H", "C", "C", "H", "H", "H", "H", "H", "H"],
  "xyz": [[1.5247, -1.1895, -1.5073], [-0.9358, 1.3930, -1.0314], [0.3715, -0.2434, -1.5156], [-0.8724, -0.6921, -1.9914], [0.3304, 1.0142, -1.0526], [-1.7619, 0.4171, -1.6193], [-1.3510, 2.2890, -0.7099], [-2.7368, 0.3701, -1.4767], [-1.1734, -1.4975, -2.6661], [2.3247, -0.6696, -1.0437], [1.8850, -1.5903, -2.5172], [1.2144, -2.0467, -0.9727], [0.3376, 0.9943, 2.3717], [-0.0584, -0.4156, 2.1497], [1.0649, 1.1410, 3.1183], [0.7333, 1.4863, 1.5662], [-0.4424, 1.7545, 2.5653], [0.3784, -0.8833, 1.2606], [0.2336, -1.1613, 2.8994], [-1.0666, -0.4703, 2.1726]],
  "nbo_charge": [-0.64, 0.18, 0.12, -0.14, -0.47, -0.54, 0.19, 0.41, 0.22, 0.23, 0.22, 0.22, -0.63, -0.62, 0.20, 0.23, 0.20, 0.21, 0.20, 0.20]
}

***

Entry 8:
{
  "formula": "C6H12N2",
  "method": "ωB97M-V with the def2-TZVPD basis set",
  "total_energy_ha": -345.13933,
  "max_force_ev_per_a": 3.6,
  "homo_ev": -7.73,
  "e_lumo_ev": 0.9,
  "smiles": "C[C@@]12C[C@H]1NC[C@H]2N",
  "total_charge": 0,
  "gap_ev": 8.675,
  "species": ["C", "C", "C", "C", "C", "C", "H", "H", "H", "H", "H", "H", "H", "H", "H", "H", "H", "H", "N", "N"],
  "xyz": [[-1.0460, 0.1330, 1.2581], [0.3749, 0.1412, 0.6004], [1.2747, -0.8797, 1.3732], [0.9292, -1.1520, -0.0715], [-0.3628, -0.2922, -1.6539], [0.3888, 0.8061, -0.6720], [-1.6730, 0.6186, 0.5253], [-1.3971, -0.9883, 1.3968], [-0.9510, 0.6143, 2.3223], [0.6815, -1.3166, 2.1494], [2.2815, -0.5161, 1.7556], [1.8290, -0.9083, -0.6458], [-0.9268, -1.8316, -0.4084], [-1.3952, -0.0496, -1.8901], [0.0134, -0.3502, -2.5946], [1.4617, 0.8691, -0.9545], [0.1456, 2.8272, -0.2128], [-1.2921, 1.8913, -0.5137], [-0.0507, -1.6586, -0.9526], [-0.2856, 2.0425, -0.8113]],
  "nbo_charge": [-0.62, -0.17, -0.36, -0.03, -0.25, -0.06, 0.19, 0.19, 0.23, 0.22, 0.23, 0.19, 0.35, 0.19, 0.20, 0.20, 0.37, 0.35, -0.60, -0.83]
}

***

Entry 9:
{
  "formula": "C6H12N2",
  "method": "ωB97M-V with the def2-TZVPD basis set",
  "total_energy_ha": -345.27873,
  "max_force_ev_per_a": 4.5,
  "homo_ev": -8.59,
  "e_lumo_ev": 0.9,
  "smiles": "Cc1c[nH]cn1.CC",
  "total_charge": 0,
  "gap_ev": 9.481,
  "species": ["C", "C", "H", "H", "H", "H", "H", "H", "C", "C", "C", "C", "N", "N", "H", "H", "H", "H", "H", "H"],
  "xyz": [[-0.1448, -2.6186, -1.7101], [-0.3510, -1.8072, -3.0026], [0.2571, -1.9994, -0.8682], [-1.0888, -2.9207, -1.0906], [0.4311, -3.5756, -1.8354], [-1.1924, -2.1627, -3.6006], [0.4912, -2.0459, -3.5923], [-0.7857, -0.8368, -2.7441], [-1.1633, 2.2338, 2.6644], [0.8499, -0.0387, 0.8539], [-0.2928, 1.6767, 1.6215], [0.8019, 2.1939, 1.0065], [-0.2392, 0.2854, 1.5660], [1.5595, 1.1150, 0.5188], [1.1906, -0.9590, 0.5529], [2.4382, 1.1935, 0.0676], [1.1436, 3.1030, 0.7133], [-0.5717, 2.2397, 3.6046], [-2.0330, 1.6172, 2.7300], [-1.3001, 3.3064, 2.5445]],
  "nbo_charge": [-0.62, -0.64, 0.20, 0.21, 0.21, 0.20, 0.22, 0.22, -0.63, 0.17, 0.09, -0.11, -0.46, -0.53, 0.19, 0.41, 0.20, 0.22, 0.23, 0.21]
}

***

Entry 10:
{
  "formula": "C6H12N2",
  "method": "ωB97M-V with the def2-TZVPD basis set",
  "total_energy_ha": -345.27074,
  "max_force_ev_per_a": 6.1,
  "homo_ev": -8.20,
  "e_lumo_ev": 0.9,
  "smiles": "Cc1c[nH]cn1.CC",
  "total_charge": 0,
  "gap_ev": 9.101,
  "species": ["C", "C", "C", "C", "N", "N", "H", "H", "H", "H", "H", "H", "C", "C", "H", "H", "H", "H", "H", "H"],
  "xyz": [[-0.9749, -1.6002, 1.9212], [1.1487, -0.2053, 1.3912], [-0.2052, -0.3743, 1.9034], [0.3885, 1.7578, 2.1317], [1.3809, 1.1909, 1.4120], [-0.6036, 0.9011, 2.4008], [1.9263, -1.0112, 1.2573], [2.3096, 1.6282, 1.2813], [-2.0193, -1.4348, 2.0607], [-0.7143, -2.0293, 2.9164], [0.3357, 2.7966, 2.4830], [-0.7511, -2.2617, 1.1055], [-0.3341, 0.4690, -3.5018], [-0.2992, -0.2745, -2.0892], [0.4386, 1.2961, -3.2678], [-0.0884, -0.1914, -4.2249], [-1.2112, 0.9932, -3.7299], [0.7540, -0.7066, -1.9018], [-0.7832, -1.2579, -2.1988], [-0.6975, 0.3144, -1.3505]],
  "nbo_charge": [-0.66, -0.15, 0.12, 0.16, -0.53, -0.48, 0.22, 0.42, 0.24, 0.23, 0.20, 0.23, -0.59, -0.60, 0.19, 0.20, 0.20, 0.20, 0.19, 0.21]
}

***

Entry 11:
{
  "formula": "C6H12N2",
  "method": "ωB97M-V with the def2-TZVPD basis set",
  "total_energy_ha": -345.29613,
  "max_force_ev_per_a": 2.1,
  "homo_ev": -8.59,
  "e_lumo_ev": 0.9,
  "smiles": "Cc1c[nH]cn1.CC",
  "total_charge": 0,
  "gap_ev": 9.490,
  "species": ["C", "C", "C", "C", "N", "N", "H", "H", "H", "H", "H", "H", "C", "C", "H", "H", "H", "H", "H", "H"],
  "xyz": [[2.4729, 1.9086, -0.0267], [0.2131, -0.8329, 0.2694], [1.5315, 0.7923, -0.2194], [1.3082, 0.0945, -1.3834], [0.7879, 0.2251, 0.8078], [0.4071, -0.9162, -1.0698], [-0.5957, -1.3313, 0.7584], [-0.0502, -1.6042, -1.6545], [2.0782, -0.1036, -2.1213], [1.9263, 2.8464, -0.0704], [3.2266, 1.7675, -0.8069], [3.1031, 1.8818, 0.8712], [-2.6856, 0.1719, 0.7536], [-2.8659, -1.3466, 0.6857], [-3.0150, 0.6238, -0.1820], [-3.5076, 0.5201, 1.4040], [-1.7562, 0.4712, 1.2066], [-2.7558, -1.8536, 1.6490], [-2.2667, -1.8560, -0.0822], [-3.9013, -1.5479, 0.4383]],
  "nbo_charge": [-0.64, 0.18, 0.12, -0.15, -0.48, -0.53, 0.20, 0.42, 0.21, 0.23, 0.22, 0.23, -0.63, -0.62, 0.21, 0.20, 0.23, 0.21, 0.18, 0.21]
}

***

Entry 12:
{
  "formula": "C6H12N2",
  "method": "ωB97M-V with the def2-TZVPD basis set",
  "total_energy_ha": -345.23818,
  "max_force_ev_per_a": 1.1,
  "homo_ev": -9.37,
  "e_lumo_ev": 1.0,
  "smiles": "C=CC(N)C=C.C=N",
  "total_charge": 0,
  "gap_ev": 10.414,
  "species": ["C", "N", "C", "C", "H", "H", "H", "H", "H", "H", "H", "C", "C", "C", "N", "H", "H", "H", "H", "H"],
  "xyz": [[1.2733, -1.5046, 1.0533], [-1.4873, -1.0849, 0.7563], [-0.6873, -1.1056, -0.4609], [0.7498, -1.4383, -0.1560], [-2.4530, -0.8672, 0.5350], [-1.4651, -1.9943, 1.2089], [-1.0494, -1.8695, -1.1808], [1.3546, -1.6357, -1.0312], [0.6865, -1.3060, 1.9326], [1.2456, 1.2701, 1.3707], [2.3103, -1.7558, 1.2070], [0.3446, 1.8670, 1.1938], [-0.8133, 0.2315, -1.1524], [0.0187, 0.7316, -2.0455], [0.3033, 2.9865, 0.6397], [1.1993, 3.3517, 0.3312], [-0.5829, 1.4220, 1.5321], [-1.6907, 0.7963, -0.8668], [-0.1630, 1.6912, -2.4967], [0.9061, 0.2139, -2.3704]],
  "nbo_charge": [-0.41, -0.84, -0.14, -0.17, 0.36, 0.36, 0.18, 0.20, 0.20, 0.15, 0.20, -0.03, -0.16, -0.39, -0.62, 0.33, 0.17, 0.20, 0.21, 0.19]
}